Entry 1:
{
  "formula": "C3H5NO",
  "method": "wB97M-V/def2-TZVPD",
  "lumo_energy_ev": 0.842,
  "smiles": "COCC#N",
  "e_homo_ev": -10.85,
  "total_energy_ha": -247.264798,
  "charge": 0,
  "species": ["C", "O", "C", "C", "N", "H", "H", "H", "H", "H"],
  "positions_angstrom": [[0.7464, -0.4962, 0.9527], [0.9885, 0.2814, -0.2086], [-0.1028, 0.3165, -1.0844], [-1.3420, 0.6802, -0.3583], [-2.2199, 0.8851, 0.3639], [1.6427, -0.4198, 1.5687], [0.5558, -1.5465, 0.6892], [-0.1136, -0.1078, 1.5124], [-0.2689, -0.6533, -1.5795], [0.1138, 1.0603, -1.8561]],
  "nbo_charge": [-0.266, -0.507, -0.162, 0.243, -0.308, 0.203, 0.169, 0.190, 0.205, 0.233]
}

---

Entry 2:
{
  "formula": "C3H6N2",
  "method": "wB97M-V/def2-TZVPD",
  "lumo_energy_ev": [-0.568, -0.568],
  "e_homo_ev": [-9.05, -9.05],
  "total_energy_ha": -227.311640,
  "charge": 0,
  "species": ["C", "N", "C", "C", "N", "H", "H", "H", "H", "H", "H"],
  "positions_angstrom": [[-1.3448, -0.5359, -0.3381], [-0.2737, 0.0825, 0.4221], [0.8461, -0.4699, 0.7261], [1.9440, 1.1151, -0.8583], [1.3496, 2.0948, -0.5857], [-1.2813, -0.1737, -1.3696], [-2.3052, -0.2501, 0.0941], [-1.2386, -1.6225, -0.3175], [-0.1961, 1.1091, 0.3610], [1.6169, 0.1234, 1.1941], [0.9698, -1.5436, 0.6090]],
  "nbo_charge": [-0.424, -0.453, 0.124, -0.132, -0.729, 0.240, 0.224, 0.213, 0.474, 0.259, 0.204]
}

---

Entry 3:
{
  "formula": "C14H48N18O12Zn",
  "method": "wB97M-V/def2-TZVPD",
  "lumo_energy_ev": -0.379,
  "e_homo_ev": -8.42,
  "total_energy_ha": -4230.229882,
  "charge": 0,
  "species": ["Zn", "O", "C", "C", "O", "H", "H", "H", "H", "C", "O", "N", "N", "H", "H", "H", "H", "C", "O", "N", "N", "H", "H", "H", "H", "C", "O", "N", "N", "H", "H", "H", "H", "C", "O", "N", "N", "H", "H", "H", "H", "C", "O", "N", "N", "H", "H", "H", "H", "C", "O", "N", "N", "H", "H", "H", "H", "C", "O", "N", "N", "H", "H", "H", "H", "C", "O", "N", "N", "H", "H", "H", "H", "C", "O", "N", "N", "H", "H", "H", "H", "C", "C", "C", "O", "H", "H", "H", "H", "H", "H", "H", "H"],
  "positions_angstrom": [[-0.7980, -1.2093, 0.6699], [-1.0529, 0.6327, -0.1487], [0.1747, 1.2827, 0.2545], [0.9208, 0.8887, 1.6044], [0.9541, -0.5281, 1.8528], [-0.1502, 2.3151, 0.3838], [0.8303, 1.1691, -0.6088], [0.2483, 1.4107, 2.2851], [1.8523, 1.4462, 1.7027], [4.7686, -0.6994, 2.6813], [5.7895, -0.9301, 3.3890], [4.5895, 0.2913, 1.8412], [3.6476, -1.4046, 2.7575], [5.3236, 0.9694, 1.6950], [3.6276, 0.4696, 1.5898], [3.7888, -2.2442, 3.3009], [2.7842, -1.0505, 2.3712], [-3.5636, 2.3090, -2.2969], [-4.3814, 2.9830, -2.9315], [-3.6504, 1.0819, -2.0391], [-2.4542, 2.7776, -1.8030], [-2.9880, 0.5244, -1.5188], [-4.3658, 0.6475, -2.6044], [-2.1580, 3.7264, -1.9822], [-1.9395, 2.1893, -1.1633], [1.0546, -0.4772, 5.4729], [1.3620, -1.0374, 6.5267], [1.8649, 0.1813, 4.7463], [-0.0557, -0.6951, 4.8436], [1.7150, 0.5410, 3.8145], [2.7730, 0.3665, 5.1477], [-0.7368, -1.2222, 5.3713], [0.2391, -0.5180, 3.8940], [-0.5043, 5.5158, -1.3267], [-1.1543, 5.0407, -2.2797], [0.1810, 4.6790, -0.5426], [-0.6003, 6.6970, -0.8408], [0.2667, 4.8162, 0.4543], [0.3266, 3.7205, -0.8258], [-0.0899, 6.8955, 0.0078], [-1.4418, 7.2102, -1.0613], [-3.3101, -2.5890, -1.1304], [-2.6024, -1.8838, -0.5464], [-3.3924, -2.5650, -2.4251], [-4.0280, -3.4577, -0.5946], [-2.7848, -1.8890, -2.8654], [-4.1290, -2.9866, -2.9726], [-4.7566, -3.9349, -1.1061], [-4.0385, -3.3743, 0.4119], [-0.4721, -3.6490, 2.3270], [-0.9093, -3.0809, 1.3721], [-0.8538, -4.7623, 2.7685], [0.3786, -3.0990, 3.1296], [-0.4877, -5.0125, 3.6760], [-1.5131, -5.2667, 2.1931], [0.7881, -2.2110, 2.8768], [0.7634, -3.7587, 3.7905], [-0.7431, -1.1874, -4.4408], [-0.7679, -1.0352, -5.6493], [-0.4737, -2.3609, -3.8353], [-0.9161, -0.2825, -3.4657], [-0.4337, -3.2610, -4.2917], [-0.6387, -2.4242, -2.8408], [-1.2403, 0.6398, -3.7195], [-0.8229, -0.4816, -2.4800], [-3.1328, -0.6515, 2.7242], [-2.0994, -1.0385, 2.3097], [-3.6573, -0.9033, 3.8484], [-3.7042, 0.2994, 2.1594], [-4.5863, -0.5130, 3.9167], [-3.0590, -1.1656, 4.6186], [-3.4946, 0.6930, 1.2532], [-4.4642, 0.5677, 2.7682], [1.6239, -2.3812, -0.9360], [0.3929, -2.1938, -0.8437], [2.1240, -2.8557, -2.0546], [2.4885, -2.3365, 0.0143], [1.5410, -2.8572, -2.8793], [3.0871, -3.1445, -1.9590], [3.4355, -2.6052, -0.2119], [2.2440, -1.7982, 0.8332], [3.1251, 1.1637, -2.6693], [2.9123, 2.2407, -3.7987], [1.4177, 2.7811, -3.6008], [3.7676, 3.3308, -3.6141], [3.1617, 1.6775, -1.7087], [4.1227, 0.7262, -2.7082], [2.3955, 0.3978, -2.9324], [3.0179, 1.8566, -4.8133], [0.7183, 1.9749, -3.8221], [1.1369, 3.6425, -4.2068], [1.2669, 3.2751, -2.6410], [4.6050, 2.9683, -3.9123]],
  "lowdin_charge": [0.673, -0.350, -0.293, -0.295, -0.380, 0.073, 0.087, 0.095, 0.090, -0.718, -0.017, 0.173, 0.145, 0.122, 0.075, 0.125, 0.030, -0.815, 0.006, 0.167, 0.184, 0.070, 0.121, 0.047, 0.060, -0.812, 0.003, 0.182, 0.168, 0.076, 0.134, 0.118, 0.062, -0.700, -0.003, 0.161, 0.182, 0.107, 0.062, 0.117, 0.133, -0.854, 0.085, 0.205, 0.214, 0.087, 0.125, 0.131, 0.138, -0.780, 0.026, 0.206, 0.214, 0.130, 0.141, 0.068, 0.126, -0.710, 0.042, 0.127, 0.179, 0.118, 0.059, 0.109, 0.073, -0.834, 0.061, 0.203, 0.230, 0.121, 0.129, 0.137, 0.120, -0.679, -0.018, 0.189, 0.214, 0.092, 0.116, 0.126, 0.059, -0.058, -0.451, -0.031, -0.049, 0.073, 0.061, 0.065, 0.131, 0.056, 0.076, 0.046, 0.086]
}

---

Entry 4:
{
  "formula": "C46H58IN4O",
  "method": "wB97M-V/def2-TZVPD",
  "lumo_energy_ev": -3.592,
  "e_homo_ev": -10.53,
  "total_energy_ha": -2379.345112,
  "charge": 1,
  "species": ["C", "C", "C", "C", "N", "N", "C", "C", "N", "C", "C", "C", "O", "N", "C", "C", "C", "C", "C", "C", "C", "I", "H", "H", "H", "H", "H", "H", "H", "H", "H", "H", "H", "H", "H", "H", "H", "H", "H", "H", "H", "H", "H", "H", "H", "H", "H", "H", "H", "H", "C", "C", "C", "C", "C", "C", "H", "H", "H", "H", "H", "H", "C", "C", "C", "C", "C", "C", "H", "H", "H", "H", "H", "H", "C", "C", "C", "C", "C", "C", "H", "H", "H", "H", "H", "H", "C", "C", "C", "C", "C", "C", "H", "H", "H", "H", "H", "H", "C", "C", "C", "C", "C", "C", "H", "H", "H", "H", "H", "H"],
  "positions_angstrom": [[-2.4055, 1.7199, 1.3244], [-3.6816, 1.0501, 0.8316], [-3.4686, 0.0094, -0.2966], [-2.2200, 0.2458, -1.0695], [-1.2342, -0.5797, -0.7955], [-0.0519, -0.4204, -1.3807], [0.9354, -1.4004, -0.9078], [1.0979, -2.5710, -1.8507], [-0.2037, -3.1355, -2.1947], [0.1998, 0.5394, -2.2818], [1.5411, 0.7045, -2.9374], [1.4380, 0.8240, -4.4744], [0.6451, 1.5734, -4.9781], [2.3345, 0.0221, -5.1915], [3.7286, 0.4377, -4.8239], [2.1145, 0.1929, -6.6363], [-0.8305, 1.4237, -2.5770], [-2.0594, 1.2872, -1.9973], [-3.1702, 2.2006, -2.3788], [-3.7363, 1.7966, -3.7418], [-5.0248, 2.5577, -4.0370], [-6.7447, 1.4402, -3.4714], [-2.6304, 2.2479, 2.2471], [-2.0395, 2.4753, 0.6318], [-1.6211, 1.0027, 1.5464], [-4.1482, 0.5441, 1.6702], [-4.3833, 1.8160, 0.5075], [-4.3230, -0.0014, -0.9691], [-3.3777, -0.9674, 0.1649], [1.8778, -0.9021, -0.7052], [0.5655, -1.7613, 0.0429], [1.6712, -3.3188, -1.3107], [1.6680, -2.2632, -2.7236], [-0.0768, -4.1070, -2.4517], [-0.5473, -2.7069, -3.0457], [1.9441, 1.6547, -2.5853], [2.2606, -0.0576, -2.6767], [4.2461, -0.3488, -4.2840], [4.2825, 0.6391, -5.7318], [3.7482, 1.3550, -4.2435], [2.7563, -0.5120, -7.1539], [1.0861, -0.0249, -6.8927], [2.3604, 1.1975, -6.9731], [-0.6450, 2.2065, -3.2915], [-3.9946, 2.1781, -1.6709], [-2.8214, 3.2300, -2.4256], [-3.0211, 1.9738, -4.5441], [-3.9415, 0.7288, -3.7423], [-5.1279, 2.7795, -5.0900], [-5.0729, 3.4861, -3.4811], [-0.2699, -0.0704, 3.9329], [-0.4983, 0.7153, 5.0533], [0.5561, 1.3927, 5.6499], [1.8357, 1.2921, 5.1218], [2.0630, 0.5098, 3.9983], [1.0105, -0.1748, 3.4058], [-1.0903, -0.6046, 3.4694], [-1.4965, 0.7981, 5.4636], [0.3812, 1.9999, 6.5283], [2.6556, 1.8225, 5.5878], [3.0614, 0.4331, 3.5866], [1.1896, -0.7912, 2.5328], [-0.3879, -4.1374, -6.5840], [0.0911, -5.4361, -6.4817], [1.3279, -5.6775, -5.8983], [2.0847, -4.6205, -5.4102], [1.6040, -3.3218, -5.5079], [0.3709, -3.0808, -6.0984], [-1.3490, -3.9496, -7.0443], [-0.4981, -6.2605, -6.8602], [1.7027, -6.6899, -5.8265], [3.0476, -4.8101, -4.9528], [2.1825, -2.4924, -5.1271], [-0.0007, -2.0652, -6.1819], [3.9613, -5.1859, 1.2522], [2.6749, -4.7370, 1.5196], [2.4786, -3.6592, 2.3735], [3.5685, -3.0262, 2.9556], [4.8542, -3.4756, 2.6880], [5.0502, -4.5558, 1.8386], [4.1149, -6.0288, 0.5911], [1.8239, -5.2302, 1.0658], [1.4748, -3.3146, 2.5908], [3.4143, -2.1878, 3.6223], [5.7043, -2.9863, 3.1449], [6.0527, -4.9093, 1.6366], [1.1555, -0.9451, 11.5287], [2.2522, -0.9608, 10.6783], [2.0935, -0.6467, 9.3360], [0.8393, -0.3116, 8.8451], [-0.2568, -0.2941, 9.6964], [-0.0994, -0.6130, 11.0378], [1.2788, -1.1918, 12.5750], [3.2305, -1.2184, 11.0624], [2.9479, -0.6636, 8.6712], [0.7172, -0.0655, 7.7992], [-1.2354, -0.0318, 9.3146], [-0.9543, -0.6028, 11.7011], [-1.8202, 7.2758, -0.4145], [-1.9042, 5.9460, -0.0262], [-3.1357, 5.3060, -0.0139], [-4.2825, 5.9893, -0.3951], [-4.1966, 7.3183, -0.7854], [-2.9664, 7.9612, -0.7924], [-0.8625, 7.7794, -0.4196], [-1.0105, 5.4109, 0.2710], [-3.2031, 4.2709, 0.2985], [-5.2426, 5.4887, -0.3849], [-5.0888, 7.8541, -1.0811], [-2.9013, 8.9990, -1.0907]],
  "lowdin_charge": [-0.094, -0.210, -0.110, -0.200, 0.213, -0.016, -0.108, -0.242, 0.035, -0.106, -0.004, -0.452, 0.108, -0.139, -0.026, -0.065, 0.089, -0.108, -0.147, -0.297, -0.642, 0.791, 0.085, 0.055, 0.058, 0.110, 0.097, 0.111, 0.122, 0.130, 0.119, 0.118, 0.089, 0.078, 0.062, 0.150, 0.102, 0.089, 0.091, 0.093, 0.096, 0.081, 0.098, 0.136, 0.100, 0.133, 0.118, 0.086, 0.043, 0.040, -0.105, -0.089, -0.107, -0.084, -0.098, -0.107, 0.098, 0.106, 0.107, 0.107, 0.099, 0.077, -0.088, -0.085, -0.086, -0.091, -0.118, -0.106, 0.104, 0.106, 0.105, 0.103, 0.071, 0.089, -0.095, -0.108, -0.108, -0.093, -0.088, -0.090, 0.102, 0.100, 0.093, 0.088, 0.104, 0.104, -0.094, -0.095, -0.094, -0.096, -0.095, -0.095, 0.102, 0.101, 0.099, 0.070, 0.098, 0.101, -0.091, -0.098, -0.110, -0.094, -0.088, -0.086, 0.103, 0.098, 0.071, 0.102, 0.105, 0.105]
}